a:
Computed, not measured: 2 unconnected molecules or ions with the total composition CHCl2NO, with ωB97M-V with the def2-TZVPD basis set.

Each line ends with the Löwdin charge.
Geometry (Å):
C1 -0.77735 -0.22560 0.89082  -0.59
N1 -0.01531 0.62194 0.96249  -0.22
O1 0.79883 1.48204 0.95190  0.02
Cl1 0.74930 -0.72820 -2.06179  0.32
Cl2 -1.61529 -1.64329 1.02590  0.73
H1 0.85981 0.49311 -1.76933  -0.26

As for the SMILES: [O-][N+]#CCl.Cl. The value obtained for the frontier orbital gap is 0.37783 Ha. Its LUMO energy is 0.31 eV. As for the charge: 0.


b:
Computed, not measured: a single CHCl2NO molecule, with ωB97M-V with the def2-TZVPD basis set.

Each line ends with the Löwdin charge.
Geometry (Å):
N1 -0.26723 0.55561 0.09455  -0.74
H1 1.53849 0.04496 -0.03772  0.13
C1 0.52905 -0.40693 -0.08763  -0.62
Cl1 0.08879 -2.06867 0.04690  0.63
O1 0.09557 1.68475 -0.00155  -0.06
Cl2 -1.98467 0.19028 -0.01456  0.66

As for the SMILES: [O-]/[N+](Cl)=C/Cl. The value obtained for the frontier orbital gap is 0.34314 Ha. Its LUMO energy is -0.16 eV. As for the charge: 0.


Which structure is the most stable? The one labeled a.


a:
Computed, not measured: a molecular structure, C29H38N4OS4SbTeTi, with ωB97M-V with the def2-TZVPD basis set.

Each line ends with the Löwdin charge.
Geometry (Å):
C1 4.05571 -0.96050 -4.35080  -0.12
C2 -0.96038 0.89100 3.56178  -0.11
C3 3.89466 -4.28888 5.46894  -0.07
N1 0.25710 0.85118 -1.36797  -0.11
C4 0.87218 1.98847 1.73418  -0.34
C5 -2.33742 -0.43032 -0.29856  -0.19
C6 3.57417 0.14398 3.17953  -0.07
C7 2.62319 -4.02051 3.30735  -0.04
N2 -3.20220 1.86618 -0.62971  -0.17
H1 -3.20183 -0.10948 -4.35614  0.11
H2 -2.18948 -1.89946 -3.17886  0.11
H3 -4.30300 1.36768 -3.27689  -0.03
C8 3.80327 0.38479 -4.59328  -0.10
Sb1 -3.34543 5.30246 -2.75342  0.07
C9 1.87865 2.61338 0.81521  -0.11
H4 2.39376 -5.08187 3.34179  0.10
H5 -5.01556 2.52893 -1.35131  0.04
H6 -1.66329 0.46002 4.26500  0.09
Te1 1.66149 -0.72653 0.49817  1.48
H7 -5.13744 1.58293 0.12040  0.12
H8 2.72150 0.77089 3.44830  0.08
S1 -4.34359 6.51022 -4.44997  -0.41
C10 -0.80888 2.26771 3.46639  -0.09
H9 -3.43543 -1.96935 -1.95649  0.10
H10 2.02655 3.66305 1.06819  0.08
C11 3.20544 -1.31405 3.19269  -0.30
C12 3.19320 -1.68396 -3.53907  -0.10
H11 -3.16196 2.82245 -0.26459  0.01
H12 -3.19389 -1.08211 -0.11679  0.10
H13 0.33237 -3.49359 1.08288  0.05
H14 -0.36095 -1.00620 2.76594  0.09
H15 3.50646 -3.92449 6.42278  0.07
N3 -4.67664 0.45049 -3.05189  -0.07
C13 0.67006 0.60693 1.80092  -0.49
S2 -4.59469 5.11785 -0.81544  -0.29
H16 1.52534 2.55722 -0.21468  0.01
C14 1.84392 0.28717 -3.18921  -0.15
H17 -3.19300 0.83710 1.23728  0.12
C15 3.66674 -2.10234 4.24277  -0.03
C16 -2.58587 0.95133 0.32801  -0.21
H18 -1.63342 1.39348 0.62894  0.07
H19 3.37499 -2.73680 -3.35616  0.09
H20 4.38402 0.34424 3.88305  0.07
H21 1.41773 -1.61950 -2.32640  0.06
H22 4.27100 -1.64028 5.01896  0.11
H23 1.78814 -3.90420 0.20915  0.06
C17 2.13710 -3.25868 2.24468  -0.32
O1 -0.00066 1.76967 -3.41670  -0.25
C18 -3.80830 -0.57780 -3.57616  -0.23
C19 2.69703 1.00005 -4.02777  -0.02
C20 3.38413 -3.45890 4.32035  -0.29
S3 -0.76262 3.91909 -0.95231  0.11
H24 -6.18221 0.41047 -1.58781  0.10
Ti1 -1.34279 2.19365 -2.00229  0.29
H25 3.88767 0.45303 2.18119  0.05
H26 -1.40308 2.92877 4.08559  0.10
C21 0.66060 0.97883 -2.57003  -0.66
H27 2.46901 2.03867 -4.23087  0.12
C22 1.31368 -3.95811 1.19116  -0.11
C23 -0.22847 0.06921 2.71913  -0.16
H28 -4.38567 -1.37788 -4.06809  0.10
C24 -2.86824 -1.27500 -2.58785  -0.21
C25 2.09627 -1.06010 -2.95942  -0.09
H29 3.59513 -5.33210 5.36199  0.07
H30 -1.09583 -0.53287 -1.87740  0.06
H31 4.46828 0.95296 -5.23335  0.09
H32 -4.77010 -0.52023 -1.18976  0.08
H33 4.91663 -1.44337 -4.79828  0.09
C26 -4.64102 1.63007 -0.86036  -0.22
H34 -1.47953 -0.87967 0.21021  0.08
H35 4.98504 -4.25648 5.52821  0.07
H36 2.83459 2.08738 0.87173  0.05
S4 -2.80294 3.10786 -3.68117  -0.02
C27 0.09691 2.80045 2.56391  -0.06
H37 0.20350 3.87504 2.47874  0.11
C28 2.41736 -1.88578 2.18006  -0.40
H38 1.18159 -5.01105 1.44576  0.06
C29 -5.08440 0.41073 -1.66475  -0.22
N4 -2.08593 -0.36465 -1.74935  -0.07

The value obtained for the frontier orbital gap (spin up / spin down) is 0.17411 / 0.19870 Ha. Its LUMO energy (spin up / spin down) is 3.49 / 3.49 eV. As for the charge: -2. Its expectation value of S² is 0.7621. As for the spin multiplicity: 2.


b:
Computed, not measured: a molecular structure, C29H38N4OS4SbTeTi, with ωB97M-V with the def2-TZVPD basis set.

Each line ends with the Löwdin charge.
Geometry (Å):
H1 -0.15220 0.11147 5.19668  0.09
H2 -2.83941 2.06159 -2.40408  0.07
C1 -0.45932 -2.44389 -3.10171  -0.09
H3 -7.67499 2.98857 0.37118  0.07
H4 0.60575 -2.85771 1.26987  0.02
S1 3.13184 -1.92703 1.75198  0.11
H5 5.40308 1.73322 1.61973  0.02
H6 -2.03590 -5.18602 -4.31388  0.09
H7 3.69650 0.38251 2.01155  0.01
C2 -3.58138 0.46465 -0.11115  -0.40
O1 2.51858 -2.73415 -1.18948  -0.23
H8 -5.57319 3.15750 -0.69314  0.10
S2 8.22156 -3.05864 -0.72946  -0.39
H9 -8.30446 1.34070 0.43473  0.07
H10 1.05222 -4.89380 -1.34474  0.12
N1 1.02044 -1.13094 -0.74817  -0.14
C3 0.36411 -4.43444 -2.04318  -0.02
H11 -3.59827 -2.23329 0.49633  0.05
C4 -3.99527 1.70716 -0.60952  -0.32
H12 1.88455 2.15426 2.17146  0.12
H13 4.66455 1.34523 -2.76607  0.06
H14 1.84242 3.03755 -0.04736  0.09
C5 2.76342 2.12148 -2.13869  -0.20
C6 -5.26880 2.18976 -0.30403  -0.04
H15 -1.71957 1.80728 1.59761  0.09
C7 -0.43994 -2.72145 1.55290  -0.09
C8 -5.73610 0.23641 0.96721  -0.03
H16 -4.98684 -2.15056 1.60233  0.07
N2 3.48671 1.05827 1.28189  -0.14
C9 -0.51200 -5.19952 -2.79986  -0.10
H17 1.44734 0.68675 -1.50820  0.05
H18 -3.59555 3.50502 -1.71792  0.07
H19 2.44267 1.74537 -3.11511  0.11
H20 -0.52967 -6.27656 -2.68100  0.09
H21 -3.40565 -1.51218 2.08004  0.08
H22 2.33224 3.12711 -2.04652  0.10
C10 -6.15113 1.47052 0.48587  -0.29
C11 -4.47490 -0.27740 0.67981  -0.30
C12 -1.35686 -4.58777 -3.71724  -0.12
H23 -0.42258 -1.36756 -3.21620  0.08
S3 7.43271 0.02479 1.47119  -0.31
C13 1.32661 -2.24631 -1.32799  -0.67
H24 5.37711 3.78470 0.41708  0.10
C14 -0.44468 0.01515 4.15793  -0.09
Ti1 2.98496 -0.96180 -0.15818  0.29
H25 -1.06061 -2.85581 0.66693  0.04
C15 0.38248 -3.05026 -2.17747  -0.16
C16 4.30218 2.21543 -2.21811  -0.26
H26 0.49992 1.90866 0.00116  0.07
C17 1.59102 1.98041 0.03661  -0.20
C18 -7.52198 2.00305 0.81261  -0.07
N3 2.18462 1.25493 -1.10275  -0.10
H27 -2.15753 2.78252 -0.96754  0.05
Sb1 6.62723 -1.80879 0.34041  0.07
H28 1.52764 0.51644 1.62005  0.07
H29 0.16113 -2.03271 4.02960  0.11
H30 5.38144 1.34237 -0.74985  0.00
C19 4.43321 2.17039 1.37353  -0.21
C20 2.08267 1.42531 1.37127  -0.23
H31 -1.97025 -2.72674 -4.59698  0.09
C21 4.63363 3.02834 0.12407  -0.22
C22 -1.32193 -3.20842 -3.87440  -0.10
H32 -0.69361 -3.48868 2.28842  0.08
C23 -1.11179 -0.24583 1.47057  -0.47
H33 3.73277 3.59444 -0.13118  0.09
Te1 -1.59645 -0.29566 -0.58456  1.48
C24 -1.31070 0.96149 2.13968  -0.16
C25 -0.98838 1.09726 3.47893  -0.11
H34 4.49958 3.09263 -2.85450  0.10
S4 5.02223 -1.01910 -1.35065  0.01
C26 -0.61781 -1.36002 2.15877  -0.33
N4 5.10152 2.27990 -1.02130  -0.06
H35 4.13793 2.83969 2.19878  0.11
C27 -3.10104 2.56408 -1.47108  -0.10
H36 -7.66501 2.09231 1.89184  0.07
H37 -1.13847 2.04593 3.98087  0.09
C28 -4.10211 -1.62086 1.24538  -0.08
H38 -6.41349 -0.34861 1.58376  0.11
C29 -0.27074 -1.19015 3.50261  -0.06

The value obtained for the frontier orbital gap (spin up / spin down) is 0.17393 / 0.19897 Ha. Its LUMO energy (spin up / spin down) is 3.46 / 3.46 eV. As for the charge: -2. Its expectation value of S² is 0.7612. As for the spin multiplicity: 2.


Which structure is the most stable? The one labeled a.


a:
Computed, not measured: a molecular structure, C3H6S2, with ωB97M-V with the def2-TZVPD basis set.

Each line ends with the Löwdin charge.
Geometry (Å):
S1 -1.18316 0.89580 -0.83896  0.69
H1 -1.35214 -0.11708 1.71514  0.12
S2 1.05561 0.33561 1.23700  0.66
C1 0.39963 -0.09584 -1.41618  -0.40
H2 -0.59608 -1.31461 0.56927  0.11
C2 -0.84902 0.91746 0.95496  -0.78
H3 0.35046 -0.63927 -2.29005  0.02
C3 0.55680 -0.94443 0.05248  -0.61
H4 -1.03966 1.94834 1.50947  0.06
H5 1.48017 -1.69058 0.00522  0.09
H6 1.17739 0.70459 -1.49835  0.05

The value obtained for the frontier orbital gap is 0.34016 Ha. Its LUMO energy is 0.49 eV. As for the charge: 0.


b:
Computed, not measured: a single C3H6S2 molecule, with ωB97M-V with the def2-TZVPD basis set.

Each line ends with the Löwdin charge.
Geometry (Å):
C1 0.43645 0.01180 0.68585  -0.65
S1 2.14839 -0.31644 -0.19488  0.73
C2 0.99645 1.12378 0.05077  -0.45
H1 1.64536 1.87670 0.48537  0.07
H2 -0.90303 -1.73647 0.32327  0.09
S2 -2.36993 0.13862 -0.17552  0.58
C3 -0.58708 -0.70090 -0.00496  -0.55
H3 0.33332 -0.20022 1.80020  0.15
H4 -2.98762 -0.43580 0.95471  -0.14
H5 -0.21224 -0.73021 -1.08681  0.07
H6 0.59389 1.46308 -0.94035  0.10

As for the SMILES: SC[C@@H]1CS1. The value obtained for the frontier orbital gap is 0.34773 Ha. Its LUMO energy is 0.52 eV. As for the charge: 0.


Which structure is the most stable? The one labeled b.


a:
Computed, not measured: a molecular structure, CH24LiO15, with ωB97M-V with the def2-TZVPD basis set.

Each line ends with the Löwdin charge.
Geometry (Å):
H1 -1.55165 2.35708 2.12104  0.03
H2 0.03776 4.26155 -0.68245  0.05
H3 -0.57217 2.00000 1.02328  -0.01
O1 -0.43415 0.13674 1.06409  -0.19
O2 -0.33109 0.31199 3.58601  -0.07
H4 0.87544 -3.43469 0.62392  -0.01
H5 -3.14952 -1.05285 1.82203  0.03
O3 3.10563 1.66316 -1.26882  -0.06
O4 2.10869 1.17820 1.90277  -0.05
H6 2.31628 1.73872 -0.74834  -0.03
O5 -2.88791 -0.26965 1.41088  -0.02
O6 1.52029 -2.91550 0.20264  -0.07
O7 -0.93864 -2.50045 1.67034  -0.04
H7 -2.61034 1.48874 -1.57722  0.03
H8 2.71558 -1.81597 -2.52272  0.06
O8 -1.92988 1.68440 -2.20995  -0.04
O9 -2.69283 -0.98475 -1.06298  -0.06
H9 -1.94807 -0.11563 1.48991  -0.02
H10 0.54904 -0.05836 3.82125  0.05
H11 0.65921 2.97986 -1.17546  -0.04
H12 -2.88372 -0.66455 -0.18646  -0.04
H13 -0.33252 0.33591 2.64409  -0.08
H14 0.48425 -3.57241 -1.89723  0.04
H15 -1.16157 1.70208 -1.64885  -0.04
H16 1.27766 1.00275 1.46308  -0.03
H17 1.59169 -1.76231 -3.56862  0.04
O10 -0.41709 -3.19112 -1.80465  -0.05
O11 0.30162 1.26513 -0.72127  -0.09
H18 -0.81499 -1.65506 1.21854  -0.01
C1 0.09834 0.18282 -0.16273  -0.76
H19 -0.25071 -2.29042 -1.68372  -0.08
H20 2.20097 2.15146 1.93984  0.07
O12 -0.87844 2.74166 1.56447  -0.05
O13 0.80774 3.91618 -1.17109  -0.06
H21 3.59890 0.97003 -0.79025  0.05
H22 -1.73315 -0.95649 -0.94436  -0.02
H23 -0.27723 -2.44193 2.34198  0.03
O14 2.01456 -1.29641 -2.87461  -0.04
Li1 0.55343 0.02116 -2.39408  0.78
H24 0.99400 -2.14205 -0.09237  -0.02
O15 -0.01541 -0.96901 -0.72194  -0.18

The value obtained for the frontier orbital gap is 0.32216 Ha. Its LUMO energy is 1.75 eV. As for the charge: -1.


b:
Computed, not measured: a molecular structure, CH24LiO15, with ωB97M-V with the def2-TZVPD basis set.

Each line ends with the Löwdin charge.
Geometry (Å):
O1 -1.16563 3.03246 -1.12232  -0.07
H1 0.31937 1.46446 -3.74932  0.04
H2 1.61237 0.00446 -2.26432  -0.01
C1 0.11637 -0.37654 0.17968  -0.66
O2 -0.21063 0.68646 -3.63332  -0.07
O3 0.32837 0.16546 3.40568  -0.06
O4 2.44037 -1.52554 1.90768  -0.04
H3 0.83837 -0.42654 3.97468  0.06
H4 -2.09263 3.17946 -0.94232  0.05
H5 -2.37463 -2.27154 -2.25032  0.01
H6 -1.42063 2.50446 2.02868  -0.02
H7 2.93537 -0.80754 1.59568  0.00
O5 -1.88763 -1.59654 -2.65832  -0.05
H8 0.16937 1.83246 2.73668  -0.01
O6 1.14437 -2.74454 -2.58632  -0.08
O7 0.12737 2.78346 2.76268  -0.05
H9 -0.86863 3.59946 -0.41532  0.06
H10 -1.18963 -1.48754 -2.03032  -0.06
Li1 -0.82463 1.00246 -1.46132  0.74
O8 2.12637 2.31746 -0.43332  -0.08
H11 1.53537 -1.37454 1.60068  -0.03
H12 2.41137 1.53646 -0.90232  -0.04
O9 0.12937 0.85946 0.41868  -0.10
H13 0.08937 -0.22754 2.55468  -0.02
O10 -2.63063 -1.05554 1.61168  -0.02
H14 0.06037 -2.80154 0.91068  -0.02
H15 0.76637 -3.63754 -2.52632  0.04
H16 0.62537 -2.20754 -1.97532  -0.03
H17 1.39737 1.88546 0.01568  -0.04
H18 2.82237 -0.50954 -1.50632  0.06
O11 -0.08663 -1.21154 1.24168  -0.19
O12 2.50337 0.21246 -2.03432  -0.02
H19 -0.72463 -4.21254 1.09768  0.03
H20 -1.69563 -1.09054 1.42068  -0.04
H21 -0.16163 3.06346 3.61968  0.04
H22 -2.84463 -0.19254 1.77168  -0.05
H23 -1.34863 1.48646 0.96068  -0.06
O13 -0.06763 -3.72054 0.58268  -0.09
O14 -1.94363 1.88046 1.54468  -0.04
H24 -0.84163 0.78946 -4.40432  0.10
O15 -0.11863 -0.80854 -1.04732  -0.17

The value obtained for the frontier orbital gap is 0.31345 Ha. Its LUMO energy is 1.91 eV. As for the charge: -1.


Which structure is the most stable? The one labeled b.